Arrangement i

ORCA calculation (wB97M-V/def2-TZVPD) on a cluster of 8 separate species, H16O8 in total.

```
24
Properties=species:S:1:pos:R:3:lowdin_charge:R:1
O 7.46 20.39 -18.47 -0.060
O 11.72 19.91 -22.49 -0.064
O 9.25 18.76 -21.73 -0.038
O 9.65 19.70 -14.87 -0.046
O 10.10 19.12 -18.47 -0.046
O 12.12 17.13 -19.21 -0.067
O 12.36 18.70 -14.92 -0.066
O 7.80 21.22 -21.26 -0.061
H 7.00 20.69 -19.27 0.029
H 11.00 19.42 -22.06 -0.014
H 12.14 16.66 -18.37 0.027
H 9.74 20.00 -13.95 0.059
H 8.53 20.58 -21.27 0.004
H 12.31 18.29 -14.05 0.029
H 8.67 18.66 -22.49 0.079
H 11.45 20.83 -22.44 0.022
H 8.23 22.07 -21.40 0.051
H 8.76 18.42 -20.98 0.062
H 9.32 19.66 -18.66 -0.002
H 7.27 19.45 -18.41 0.048
H 10.34 19.36 -17.57 0.042
H 11.47 19.06 -15.07 -0.021
H 9.06 20.34 -15.28 0.055
H 11.47 17.84 -19.08 -0.019
```

Values from the calculation:
Total charge: 0
Orbital gap, Ha: 0.3842
SMILES string: O.O.O.O.O.O.O.O
HOMO energy, eV: -10.480
LUMO level, eV: 0.0
Multiplicity: 1

Arrangement ii

ORCA calculation (wB97M-V/def2-TZVPD) on a cluster of 8 separate species, H16O8 in total.

```
24
Properties=species:S:1:pos:R:3:lowdin_charge:R:1
O 0.44 -0.65 -2.67 -0.033
O 2.97 2.70 0.70 -0.012
O 0.72 2.34 -1.96 -0.058
O 0.11 -3.00 -4.13 -0.103
O -0.96 0.07 4.24 -0.057
O -0.46 -0.17 1.05 -0.061
O 0.12 1.70 2.02 -0.114
O -3.42 -3.00 -0.06 -0.021
H 0.26 -2.29 -3.50 -0.044
H 1.02 0.14 -2.63 0.052
H 1.45 2.98 -2.05 0.052
H 0.36 -2.45 -4.96 0.078
H -0.03 -0.94 1.33 0.011
H 3.63 2.19 0.22 0.044
H 3.45 2.88 1.45 -0.013
H 0.82 1.98 -1.07 0.027
H -3.65 -2.95 0.82 -0.010
H -1.28 -0.83 4.59 0.096
H -0.07 -0.33 -3.37 0.011
H -0.67 1.27 2.42 0.016
H -0.41 0.40 4.90 0.006
H -0.89 -0.56 0.26 0.073
H -4.30 -3.24 -0.33 0.033
H 0.78 1.75 2.73 0.028
```

Values from the calculation:
Total charge: 0
Orbital gap, Ha: 0.3673
SMILES string: O.O.O.O.O.O.O.O
HOMO energy, eV: -9.599
LUMO level, eV: 0.4
Multiplicity: 1

Which of them is most stable, and which least? Most stable: arrangement i; least stable: arrangement ii.

Arrangement i

ORCA calculation (wB97M-V/def2-TZVPD) on a cluster of 8 separate species, H16O8 in total.

```
24
Properties=species:S:1:pos:R:3:lowdin_charge:R:1
O -0.85 1.22 3.18 -0.072
O -0.51 -2.25 1.44 -0.040
O 1.73 -0.23 -3.39 -0.061
O -1.67 -1.40 -2.22 -0.045
O 0.22 2.88 0.73 -0.062
O 1.47 -0.99 3.54 -0.042
O -0.06 0.14 -0.02 -0.067
O -0.32 1.63 -2.63 -0.051
H -0.12 -0.11 -0.95 -0.001
H -2.09 -0.75 -2.79 0.042
H 1.08 3.04 1.15 0.046
H -1.09 -2.79 0.88 0.059
H 1.39 -1.41 2.67 0.021
H -0.13 -0.68 0.47 -0.004
H 2.00 -1.60 4.06 0.043
H -0.91 2.12 -2.05 0.064
H -0.75 1.33 2.22 -0.002
H 0.47 2.19 -2.68 0.065
H 1.44 -0.99 -3.90 0.035
H 0.00 0.89 3.48 0.002
H 0.41 2.28 0.00 -0.005
H -0.34 -2.78 2.22 0.055
H -2.33 -2.08 -2.09 0.040
H 0.94 0.33 -3.31 -0.019
```

Values from the calculation:
Total charge: 0
Orbital gap, Ha: 0.3747
SMILES string: O.O.O.O.O.O.O.O
HOMO energy, eV: -10.101
LUMO level, eV: 0.1
Multiplicity: 1

Arrangement ii

ORCA calculation (wB97M-V/def2-TZVPD) on a cluster of 8 separate species, H16O8 in total.

```
24
Properties=species:S:1:pos:R:3:lowdin_charge:R:1
O 0.47 -0.88 1.76 -0.024
O -2.17 2.78 2.12 -0.046
O 2.80 -2.07 0.25 -0.064
O -2.56 0.30 1.00 -0.057
O -0.14 3.47 0.11 -0.030
O 0.13 -2.55 -1.25 -0.059
O -0.35 0.72 -0.61 -0.062
O 1.61 -0.88 -2.85 -0.078
H 0.28 -0.10 1.24 0.001
H 0.57 -3.35 -1.58 0.057
H -0.04 -0.12 -0.99 0.036
H 0.87 -0.52 2.52 0.020
H -2.99 -0.51 0.65 0.094
H -3.03 2.37 2.12 0.019
H 2.48 -1.39 -2.99 0.095
H 1.94 0.04 -2.86 0.084
H 3.04 -2.55 -0.55 0.020
H 0.38 3.59 0.89 0.027
H -1.84 2.28 1.39 -0.031
H -2.45 0.10 1.94 0.074
H 1.87 -1.97 0.07 -0.029
H 0.48 -1.98 -1.93 -0.029
H -0.12 2.61 -0.28 -0.031
H -1.21 0.63 -0.18 0.011
```

Values from the calculation:
Total charge: 0
Orbital gap, Ha: 0.3936
SMILES string: O.O.O.O.O.O.O.O
HOMO energy, eV: -10.769
LUMO level, eV: -0.1
Multiplicity: 1

Arrangement iii

ORCA calculation (wB97M-V/def2-TZVPD) on a cluster of 8 separate species, H16O8 in total.

```
24
Properties=species:S:1:pos:R:3:lowdin_charge:R:1
O -0.25 -0.68 0.83 -0.047
O 1.30 -1.52 -1.41 -0.068
O -1.04 1.91 -0.59 -0.079
O -3.86 -1.88 0.49 -0.053
O 2.06 1.23 -0.96 -0.087
O 0.35 0.20 3.48 -0.060
O -0.51 0.06 -2.75 -0.035
O 2.50 1.26 1.76 -0.047
H 2.22 1.37 0.00 0.000
H -1.45 -0.04 -2.94 0.076
H -0.68 1.54 0.22 0.003
H 0.18 -1.12 0.08 0.017
H 1.78 0.95 2.34 0.010
H 1.67 -2.08 -2.10 0.069
H 0.34 -0.37 2.70 0.008
H -0.30 0.88 3.28 0.048
H -4.28 -1.84 -0.37 0.034
H 1.94 0.27 -1.04 -0.016
H 0.67 -0.93 -1.88 0.004
H -1.19 -0.85 0.73 0.052
H 2.79 2.08 2.15 0.063
H -0.19 0.70 -3.39 0.081
H -3.69 -2.82 0.63 0.037
H -0.37 1.69 -1.25 -0.011
```

Values from the calculation:
Total charge: 0
Orbital gap, Ha: 0.3788
SMILES string: O.O.O.O.O.O.O.O
HOMO energy, eV: -10.263
LUMO level, eV: 0.0
Multiplicity: 1

Arrangement iv

ORCA calculation (wB97M-V/def2-TZVPD) on a cluster of 8 separate species, H16O8 in total.

```
24
Properties=species:S:1:pos:R:3:lowdin_charge:R:1
O -1.32 -0.23 1.91 -0.087
O 2.29 -0.72 0.47 -0.097
O 1.40 0.19 -1.83 -0.061
O -0.04 2.25 -0.70 -0.107
O -0.91 -1.32 -1.72 -0.077
O 0.90 1.39 1.60 -0.068
O -2.29 0.58 -0.43 -0.084
O -0.03 -2.18 0.72 -0.066
H 0.90 -1.86 0.70 0.024
H -0.86 -1.01 1.50 0.020
H -2.20 0.35 0.54 0.033
H 0.17 0.86 1.99 0.031
H 0.60 -0.33 -2.01 0.020
H -1.39 -1.63 -2.49 0.074
H 1.02 1.07 -1.63 0.030
H 0.37 2.06 0.21 0.027
H -1.52 -0.65 -1.30 0.026
H 3.26 -0.85 0.40 0.087
H 1.96 -0.44 -0.43 0.012
H -0.14 3.23 -0.75 0.092
H -1.65 1.30 -0.55 0.012
H -0.26 -2.19 -0.24 0.040
H 1.61 0.73 1.41 0.036
H -1.85 -0.60 2.63 0.086
```

Values from the calculation:
Total charge: 0
Orbital gap, Ha: 0.4313
SMILES string: O.O.O.O.O.O.O.O
HOMO energy, eV: -11.169
LUMO level, eV: 0.6
Multiplicity: 1

Which of them is most stable, and which least? Most stable: arrangement iv; least stable: arrangement ii.

Arrangement i

ORCA calculation (wB97M-V/def2-TZVPD) on a cluster of 8 separate species, H16O8 in total.

```
24
Properties=species:S:1:pos:R:3:lowdin_charge:R:1
O 0.45 1.64 -1.41 -0.028
O -2.62 -0.29 -1.23 -0.016
O 2.40 -0.15 2.65 0.003
O -0.07 -0.49 0.05 -0.097
O -1.68 2.96 -0.18 -0.063
O -1.52 -3.25 -1.78 -0.039
O 0.20 1.50 1.85 -0.041
O 2.56 -1.58 0.17 -0.031
H -2.52 -0.46 -2.14 0.024
H 3.14 -0.55 3.02 0.013
H 0.38 0.81 -0.94 -0.023
H -1.28 2.67 0.65 0.007
H 1.90 -2.27 0.10 0.049
H 0.62 2.34 2.01 0.079
H 0.15 0.24 0.70 0.016
H -3.21 0.45 -1.10 0.066
H -1.09 2.61 -0.82 -0.030
H -1.06 -0.47 0.00 0.044
H -1.15 -2.79 -2.55 0.046
H -2.01 -2.61 -1.32 -0.023
H 2.29 -0.56 1.82 -0.029
H 3.29 -2.16 0.30 0.039
H 0.06 1.48 -2.23 0.007
H 0.77 0.95 2.40 0.026
```

Values from the calculation:
Total charge: 0
Orbital gap, Ha: 0.4037
SMILES string: O.O.O.O.O.O.O.O
HOMO energy, eV: -10.707
LUMO level, eV: 0.3
Multiplicity: 1

Arrangement ii

ORCA calculation (wB97M-V/def2-TZVPD) on a cluster of 8 separate species, H16O8 in total.

```
24
Properties=species:S:1:pos:R:3:lowdin_charge:R:1
O -21.61 -2.85 20.78 -0.075
O -21.13 0.60 21.56 -0.076
O -16.66 -3.29 21.82 -0.027
O -18.28 -4.25 23.96 -0.030
O -20.18 -1.34 19.06 -0.040
O -19.48 2.01 23.33 -0.055
O -17.91 -0.36 20.41 -0.036
O -19.64 -1.70 22.57 -0.055
H -20.37 -2.24 22.22 0.024
H -20.89 1.08 22.40 0.028
H -17.50 0.52 20.53 0.074
H -16.19 -4.05 22.09 0.018
H -18.54 -3.39 23.67 -0.016
H -18.39 -0.51 21.22 -0.014
H -19.98 -0.79 22.55 0.005
H -19.52 -0.87 19.60 0.008
H -22.55 -2.56 20.58 0.083
H -19.06 -4.72 24.19 0.019
H -21.20 -2.16 20.29 -0.046
H -20.39 -0.78 18.32 0.045
H -19.27 2.95 23.51 0.067
H -20.85 1.18 20.84 0.048
H -16.97 -2.85 22.59 -0.014
H -18.73 1.57 23.77 0.066
```

Values from the calculation:
Total charge: 0
Orbital gap, Ha: 0.3796
SMILES string: O.O.O.O.O.O.O.O
HOMO energy, eV: -10.490
LUMO level, eV: -0.2
Multiplicity: 1

Which of them is most stable, and which least? Most stable: arrangement i; least stable: arrangement ii.